Formula: FH2ISi
Source: the Open Molecules 2025 dataset
Level of theory: ωB97M-V/def2-TZVPD

Element x y z (Å)
I: -2.057 1.119 -2.525
Si: -1.178 -0.417 -0.869
F: -2.368 -1.083 0.030
H: -0.601 -1.486 -1.618
H: -1.105 1.389 1.615

Spin multiplicity: 1
Gap between HOMO and LUMO (spin up / spin down) (eV): 7.933 / 8.606

***

Formula: FH2O3PS
Source: the Open Molecules 2025 dataset
Level of theory: ωB97M-V/def2-TZVPD

Element x y z (Å)
S: 0.726 -1.549 -2.234
P: 0.265 -0.372 0.014
F: 0.645 0.079 -2.645
O: 0.099 -2.127 -3.320
O: -0.503 -1.206 -1.132
O: 1.688 -0.653 -0.228
H: -0.335 -0.934 1.109
H: -0.137 0.981 -0.076

Spin multiplicity: 1
Gap between HOMO and LUMO (eV): 11.325

***

Formula: FH3OSi
Source: the Open Molecules 2025 dataset
Level of theory: ωB97M-V/def2-TZVPD

Element x y z (Å)
Si: -0.235 -0.690 -0.111
F: 0.366 2.042 0.582
O: 0.983 1.236 -0.352
H: 0.100 -1.358 -1.342
H: 0.355 -1.171 1.302
H: -1.569 -0.060 -0.078

Spin multiplicity: 1
Gap between HOMO and LUMO (eV): 9.292

***

Formula: FH3S
Source: the Open Molecules 2025 dataset
Level of theory: ωB97M-V/def2-TZVPD

Element x y z (Å)
S: -0.354 0.439 0.861
F: 0.503 -0.614 -1.388
H: 1.085 -1.056 -1.967
H: -0.768 -0.768 0.453
H: 0.822 0.335 0.228

Spin multiplicity: 1
SMILES string: F.S
Gap between HOMO and LUMO (eV): 9.755

***

Formula: FH4N2OP
Source: the Open Molecules 2025 dataset
Level of theory: ωB97M-V/def2-TZVPD

Element x y z (Å)
P: -0.402 -1.541 -0.346
F: 1.051 -1.390 0.319
O: -0.897 0.900 1.519
N: -0.061 -0.793 -1.865
N: -1.335 -0.297 0.829
H: -0.831 -0.635 -2.550
H: 0.483 0.038 -1.786
H: -0.053 0.726 1.920
H: -1.975 -0.820 1.522

Spin multiplicity: 1
SMILES string: NP(F)NO
Gap between HOMO and LUMO (eV): 9.949

***

Formula: FHI2OP
Source: the Open Molecules 2025 dataset
Level of theory: ωB97M-V/def2-TZVPD

Element x y z (Å)
I: 0.531 -3.482 0.074
I: -3.435 -2.020 -0.147
P: -0.994 -1.639 0.363
F: -0.702 -0.968 2.487
O: -0.272 -0.479 -0.302
H: -0.491 0.438 -0.352

Net charge: +1
Spin multiplicity: 1
Gap between HOMO and LUMO (eV): 7.456

***

> spin multiplicity of number 2 (FH2O3PS)?

1